(i)
20
Properties=species:S:1:pos:R:3:lowdin_charge:R:1 method="wB97M-V/def2-TZVPD" gap_ev="6.82 / 10.48" lumo_energy_ev="0.98 / 0.91" s_squared=0.753 e_homo_ev="-5.85 / -9.56" multiplicity=2
C 1.8564 -0.6786 1.8972 -0.276
O 2.7872 0.3934 1.7327 -0.077
C 0.7784 -0.5503 0.8440 -0.306
N -0.2679 -1.5387 1.1031 0.009
H 2.3311 -1.6582 1.7241 0.120
H 1.4050 -0.6205 2.8911 0.116
H 3.4182 0.2650 2.4523 0.083
H 0.3848 0.4745 0.8598 0.109
H 1.2708 -0.6629 -0.1269 0.117
H -0.6070 -1.9968 0.2729 0.064
H -1.0561 -1.1238 1.5823 0.063
C -0.8595 1.0569 -2.6788 -0.093
C -2.1886 0.8143 -0.5937 -0.085
N -1.2172 0.3844 -1.4415 -0.177
H -0.6632 0.3501 -3.4803 0.074
H 0.0560 1.6242 -2.4641 0.081
H -1.6504 1.7644 -2.9121 0.076
H -2.8522 1.5733 -0.9875 0.034
H -2.4135 0.3152 0.3275 0.017
H -0.5122 -0.1859 -1.0020 0.051

---

(ii)
20
Properties=species:S:1:pos:R:3:lowdin_charge:R:1 method="wB97M-V/def2-TZVPD" gap_ev="3.86 / 9.63" lumo_energy_ev="0.83 / 0.57" s_squared=0.750 e_homo_ev="-3.03 / -9.06" multiplicity=2
C 2.6282 -1.1441 0.3240 -0.080
C 1.4968 -1.1353 -0.7335 -0.209
C 0.2518 -0.3403 -0.4149 -0.377
C -0.8139 -0.9102 0.1298 -0.183
N -2.1075 -0.2013 0.2869 0.048
N 0.3704 0.9998 -0.8344 0.101
H 2.9490 -2.1789 0.4163 0.066
H 2.2132 -0.7776 1.2621 0.073
H 3.4846 -0.5558 0.0028 0.065
H 1.2408 -2.1717 -0.9803 0.109
H 1.8990 -0.7420 -1.6646 0.100
H -0.8958 -1.8876 0.5755 0.091
H -2.4486 -0.1353 1.2722 0.053
H -2.1172 0.7248 -0.1845 0.068
H -2.8284 -0.7112 -0.2624 0.064
H 0.1021 1.7358 -0.2049 0.047
H 1.1624 1.0888 -1.4427 0.076
H -1.3928 2.7968 0.8434 0.009
H -2.9149 3.1121 0.9300 0.037
O -2.2793 2.4333 0.6792 -0.159

---

How far above the most stable structure does each one sit? In eV: (i) 0.000; (ii) 1.344.

---

(i)
16
Properties=species:S:1:pos:R:3:lowdin_charge:R:1 method="wB97M-V/def2-TZVPD" gap_ev=10.56 lumo_energy_ev=-3.23 e_homo_ev=-13.79 multiplicity=1 total_charge=+1
C -0.9105 -0.4323 -0.0484 -0.471
C 3.6939 0.0386 0.3938 -0.390
N -1.5734 -1.6631 -0.0879 0.162
N -1.5481 0.4191 0.8263 0.145
N 4.6147 -0.5465 -0.0540 0.263
N 0.1191 -0.2528 -0.8478 0.053
N 0.5480 1.1365 -0.7431 0.092
O 2.6674 0.5194 0.5485 0.118
H -2.2210 -1.9609 0.6142 0.109
H -2.3714 0.0385 1.2837 0.123
H -1.0625 1.2356 1.2334 0.124
H -1.3614 -2.2273 -0.8427 0.081
H 5.5851 -0.6116 -0.0571 0.085
H 1.0536 1.3304 -1.6528 0.193
H -0.4637 1.5688 -0.5630 0.187
H 1.1677 1.4602 0.0354 0.124

---

(ii)
16
Properties=species:S:1:pos:R:3:lowdin_charge:R:1 method="wB97M-V/def2-TZVPD" gap_ev=8.24 lumo_energy_ev=-4.12 e_homo_ev=-12.36 multiplicity=1 total_charge=+1
H 0.0532 -2.4930 -0.6337 0.048
N -0.2077 -1.5455 -0.6581 0.170
C 0.2362 -0.5208 -0.1270 -0.305
N 1.2106 -0.3519 0.7956 0.055
N 1.8507 -1.5032 1.3790 0.257
C -0.4504 1.0770 -0.2319 -0.423
O 0.1388 1.9003 0.3957 0.085
N -1.4650 1.0741 -1.0176 -0.005
N -2.3587 2.1015 -1.2456 0.083
H 1.2705 0.4917 1.2550 0.109
H 1.3319 -2.3316 1.1502 0.154
H 2.0963 -1.5631 2.3165 0.157
H 2.7613 -1.5723 0.7997 0.236
H -1.7813 0.1092 -1.1872 0.157
H -2.6135 2.1365 -2.2082 0.093
H -2.0728 2.9912 -0.7823 0.130

---

How far above the most stable structure does each one sit? In eV: (i) 0.000; (ii) 2.326.

---

(i)
17
Properties=species:S:1:pos:R:3:lowdin_charge:R:1 method="wB97M-V/def2-TZVPD" gap_ev=7.45 lumo_energy_ev=3.05 e_homo_ev=-4.40 multiplicity=1 total_charge=-1
S 1.4189 0.0293 -0.0552 0.195
H 1.2850 1.3349 -0.2227 -0.322
H 1.7759 -1.5823 -1.9741 -0.088
H 2.3825 -2.7223 -1.2245 0.007
O 2.0206 -2.5037 -2.0853 -0.125
H -4.5519 -1.5666 -0.1603 0.026
H -5.3933 -0.4210 0.3794 0.031
O -5.4487 -1.2641 -0.0734 -0.056
H 0.1110 0.9416 -2.6647 -0.029
H -1.2994 0.6508 -2.9446 0.030
O -0.5217 1.0325 -3.3656 -0.074
H 0.3294 1.8925 2.5816 0.000
H 0.3053 0.8230 1.4055 -0.167
O -0.2163 1.2047 2.1803 -0.189
H 2.6440 1.2491 3.3638 -0.012
H 2.3139 0.4038 2.0221 -0.110
O 2.8448 0.4978 2.8376 -0.117

---

(ii)
17
Properties=species:S:1:pos:R:3:lowdin_charge:R:1 method="wB97M-V/def2-TZVPD" gap_ev=7.96 lumo_energy_ev=3.48 e_homo_ev=-4.48 multiplicity=1 total_charge=-1
S -0.3622 -1.7507 -0.8853 0.108
H -0.9708 -2.4175 -1.9970 -0.276
H 0.0725 -1.1729 1.3186 -0.075
H 0.0556 0.3910 1.6966 0.059
O 0.3593 -0.5159 2.0318 -0.170
H 2.0994 2.6891 0.2584 0.029
H 1.7325 1.0874 0.0979 -0.008
O 1.4138 2.0558 -0.0116 -0.134
H 1.6680 -0.6819 -0.7192 -0.015
H 2.6296 -0.6629 0.6449 0.104
O 2.5726 -0.2299 -0.3149 -0.219
H -0.2846 1.7072 -1.3174 -0.024
H -1.0503 0.3997 -1.3999 -0.126
O -1.1458 1.3487 -1.5385 -0.128
H -2.9015 -0.9447 -0.0638 -0.054
H -2.5888 -0.6039 1.4435 0.039
O -3.2993 -0.6985 0.7560 -0.108

---

How far above the most stable structure does each one sit? In eV: (i) 0.000; (ii) 0.070.

---

(i)
22
Properties=species:S:1:pos:R:3:lowdin_charge:R:1 method="wB97M-V/def2-TZVPD" gap_ev=9.58 lumo_energy_ev=0.58 e_homo_ev=-9.00 multiplicity=1
C -1.4895 0.2889 -2.8462 -0.022
C -0.1022 0.4080 -2.1055 -0.471
N 1.0819 0.0068 -2.8013 0.061
N -0.1453 -0.3228 -0.8448 0.077
N -0.1682 -1.5301 -0.8725 -0.419
O -0.2107 -2.2566 -1.8468 0.018
O -0.1188 -2.1313 0.3584 -0.007
H -1.3171 1.1038 -3.5204 0.059
H -1.4967 -0.7264 -3.1587 0.047
H -2.2925 0.6439 -2.0648 0.116
H -0.0854 1.3503 -1.6038 0.106
H 0.8778 -0.8753 -3.2501 0.064
H 1.8552 -0.0887 -2.1373 0.087
H -0.0887 -1.6455 1.2933 0.042
H 0.8363 -1.0310 3.1977 0.076
N 0.2549 -0.7386 2.4525 0.115
C 0.0130 0.5023 2.5209 -0.208
C 0.6723 1.3119 3.5735 -0.082
H -0.4887 1.1120 1.8093 0.102
H 0.7312 0.7164 4.4434 0.053
H 1.6405 1.7816 3.3623 0.092
H 0.0408 2.1206 4.0410 0.097

---

(ii)
22
Properties=species:S:1:pos:R:3:lowdin_charge:R:1 method="wB97M-V/def2-TZVPD" gap_ev="6.97 / 6.96" lumo_energy_ev="-1.06 / -1.06" e_homo_ev="-8.03 / -8.01" multiplicity=1
C 0.9583 -0.4419 -0.7638 -0.371
C 0.8676 -1.9531 -0.5921 -0.061
C -0.4095 0.3033 -0.7217 -0.534
N 1.6584 -0.1341 -2.0093 0.059
O -1.4723 -0.3626 -1.3260 0.060
O -0.3973 1.5506 -0.9309 -0.015
H -1.4049 -1.3078 -1.1342 0.093
H 1.5421 -0.0187 0.0542 0.132
H 1.7104 0.8716 -2.1321 0.079
H 1.1398 -0.5012 -2.8020 0.082
H 0.3703 -2.4209 -1.4480 0.080
H 1.8757 -2.3630 -0.5425 0.084
H 0.3444 -2.2197 0.3249 0.055
N 0.2176 1.2833 1.8130 -0.044
N -0.0026 2.4950 1.3639 -0.020
C -1.1335 0.1225 1.1454 -0.218
N -1.1433 -1.0110 1.6982 0.100
H 0.1721 1.1365 2.8206 0.097
H -0.7505 3.0301 1.8105 0.095
H -0.0699 2.4426 0.2916 0.071
H -2.0684 -1.2976 2.0239 0.068
H -2.0045 0.7964 1.0567 0.111

---

How far above the most stable structure does each one sit? In eV: (i) 0.709; (ii) 0.000.